Entry 1:
{"formula": "C47H47Cl2N3O5P3Ru", "method": "wB97M-V/def2-TZVPD", "s2": 8.81, "multiplicity": 6, "orbital_gap_ev": [4.937, 3.662], "charge": 2, "elements": ["Ru", "N", "P", "C", "C", "C", "C", "C", "C", "C", "C", "C", "C", "C", "C", "P", "C", "C", "C", "C", "C", "C", "C", "C", "C", "C", "C", "C", "H", "H", "H", "H", "H", "H", "H", "H", "H", "H", "H", "H", "H", "H", "H", "H", "H", "H", "H", "H", "H", "Cl", "C", "C", "C", "C", "C", "C", "P", "C", "C", "C", "C", "C", "C", "C", "C", "C", "C", "C", "C", "H", "H", "H", "H", "H", "H", "H", "H", "H", "H", "H", "H", "H", "H", "O", "Cl", "O", "O", "O", "C", "N", "C", "C", "O", "N", "C", "C", "H", "H", "H", "H", "H", "H", "H", "H", "H", "H", "H", "H"], "xyz": [[0.842, -0.732, -0.277], [1.455, -3.960, -1.310], [-1.221, -2.256, 1.340], [-2.944, -1.987, 1.822], [-3.258, -2.705, 2.973], [-4.496, -2.518, 3.621], [-5.379, -1.603, 3.142], [-5.109, -0.925, 1.914], [-3.863, -1.032, 1.310], [0.958, -4.910, -0.367], [1.720, -5.252, 0.817], [1.118, -6.224, 1.634], [-0.136, -6.739, 1.291], [-0.825, -6.421, 0.166], [-0.306, -5.449, -0.663], [2.006, -2.386, -1.079], [3.676, -2.813, -0.335], [4.217, -2.212, 0.781], [5.524, -2.499, 1.100], [6.221, -3.529, 0.368], [5.700, -4.095, -0.769], [4.403, -3.693, -1.151], [2.264, -2.254, -2.916], [3.468, -1.834, -3.521], [3.626, -1.949, -4.913], [2.610, -2.469, -5.721], [1.457, -2.882, -5.118], [1.233, -2.691, -3.764], [1.350, -4.327, -2.264], [-2.478, -3.364, 3.400], [-4.697, -3.122, 4.476], [-6.304, -1.382, 3.732], [-5.856, -0.251, 1.489], [-3.657, -0.622, 0.311], [2.727, -4.961, 1.053], [1.594, -6.586, 2.541], [-0.547, -7.490, 1.992], [-1.674, -6.912, -0.237], [-0.988, -5.015, -1.394], [3.590, -1.450, 1.262], [6.036, -2.014, 1.922], [7.233, -3.829, 0.706], [6.214, -4.895, -1.386], [3.938, -3.944, -2.127], [4.347, -1.544, -2.904], [4.556, -1.555, -5.418], [2.686, -2.551, -6.828], [0.635, -3.216, -5.785], [0.207, -2.871, -3.381], [-0.099, -0.285, -2.490], [-0.562, 1.432, -2.207], [-1.645, 2.036, -2.824], [-1.771, 3.437, -2.820], [-0.953, 4.199, -1.985], [0.160, 3.581, -1.425], [0.320, 2.188, -1.464], [1.795, 1.323, -0.762], [2.105, 2.436, 0.638], [3.372, 2.707, 1.179], [3.502, 3.401, 2.385], [2.336, 3.583, 3.182], [1.085, 3.305, 2.625], [0.943, 2.883, 1.306], [3.173, 1.487, -1.967], [3.088, 2.020, -3.230], [4.177, 1.969, -4.094], [5.439, 1.534, -3.694], [5.528, 1.013, -2.397], [4.412, 1.011, -1.555], [-2.249, 1.388, -3.518], [-2.390, 3.842, -3.596], [-1.098, 5.268, -1.794], [0.907, 4.153, -0.846], [4.248, 2.423, 0.580], [4.446, 3.767, 2.715], [2.387, 3.964, 4.209], [0.205, 3.544, 3.198], [-0.038, 2.767, 0.795], [2.155, 2.330, -3.686], [4.054, 2.391, -5.073], [6.178, 1.329, -4.478], [6.478, 0.699, -2.035], [4.581, 0.631, -0.510], [-0.914, 0.697, 1.394], [-0.135, -0.290, 2.300], [-0.536, -3.338, 2.093], [1.377, -0.720, 1.704], [-1.051, -1.910, -0.145], [-5.318, 4.983, 3.951], [-4.436, 4.437, 2.913], [-3.086, 4.215, 3.259], [-4.904, 4.212, 1.640], [-4.180, 4.159, 0.648], [-6.322, 4.015, 1.531], [-6.708, 3.997, 0.122], [-6.986, 3.121, 2.451], [-4.828, 5.710, 4.625], [-5.698, 4.165, 4.628], [-6.189, 5.490, 3.484], [-2.459, 4.407, 2.396], [-2.936, 3.214, 3.714], [-2.792, 4.984, 4.096], [-6.340, 4.903, -0.281], [-7.796, 3.995, 0.044], [-6.329, 3.145, -0.436], [-6.238, 2.619, 3.097], [-7.513, 2.342, 1.846], [-7.829, 3.609, 3.031]], "mulliken_spin": [1.89, 0.45, 0.34, 0.21, 0.18, 0.25, 0.43, -0.01, 0.35, 0.22, 0.12, -0.04, 0.18, 0.00, 0.12, -0.16, 0.14, -0.01, 0.01, 0.00, 0.00, 0.00, -0.05, 0.02, 0.00, 0.00, 0.00, 0.02, -0.03, 0.04, 0.01, 0.02, 0.00, 0.07, 0.01, 0.00, 0.00, 0.00, 0.00, 0.00, 0.00, 0.00, 0.00, 0.00, 0.00, 0.00, 0.00, 0.00, 0.00, 0.00, 0.00, 0.00, 0.01, 0.00, 0.00, 0.02, 0.02, -0.01, 0.01, 0.00, 0.01, -0.01, 0.00, 0.01, 0.00, 0.00, 0.00, 0.00, 0.01, 0.00, 0.00, 0.00, 0.00, 0.00, 0.00, 0.00, 0.00, 0.00, 0.00, 0.00, 0.00, 0.00, -0.01, -0.02, 0.07, 0.07, 0.01, 0.05, 0.00, 0.00, 0.00, 0.00, 0.00, 0.00, 0.00, 0.00, 0.00, 0.00, 0.00, 0.00, 0.00, 0.00, 0.00, 0.00, 0.00, 0.00, 0.00, 0.00]}

***

Entry 2:
{"formula": "C35H52FMnN3O19P2S3", "method": "wB97M-V/def2-TZVPD", "s2": 8.79, "multiplicity": 6, "orbital_gap_ev": [7.129, 7.039], "charge": -2, "elements": ["Mn", "C", "C", "C", "O", "P", "O", "C", "P", "O", "O", "C", "C", "C", "O", "C", "C", "C", "O", "C", "C", "C", "H", "H", "H", "H", "H", "H", "H", "H", "H", "H", "H", "H", "H", "H", "H", "H", "H", "H", "H", "H", "H", "H", "H", "H", "H", "H", "H", "H", "H", "H", "O", "S", "O", "O", "C", "C", "C", "C", "C", "C", "S", "O", "O", "O", "H", "H", "H", "H", "C", "C", "N", "C", "C", "C", "O", "O", "C", "O", "C", "C", "C", "F", "C", "C", "C", "N", "C", "C", "N", "C", "C", "H", "H", "H", "H", "H", "H", "H", "H", "H", "H", "H", "H", "H", "H", "H", "H", "H", "H", "O", "S", "O", "O", "O"], "xyz": [[-1.916, 1.704, -1.928], [3.207, 3.790, -1.013], [1.723, 4.084, -0.978], [1.414, 5.553, -1.174], [1.245, 3.685, 0.342], [0.074, 2.626, 0.541], [-0.991, 2.666, -0.516], [0.689, 1.298, 1.615], [-0.510, 0.577, 2.747], [-1.951, 0.624, 2.501], [-0.232, 1.199, 4.207], [1.087, 1.367, 4.737], [1.430, 2.847, 4.730], [1.092, 0.769, 6.132], [0.127, -0.896, 2.846], [-0.615, -1.928, 3.524], [0.412, -2.905, 4.061], [-1.587, -2.574, 2.555], [-0.624, 3.291, 1.848], [-1.818, 4.090, 1.870], [-2.442, 3.881, 3.235], [-1.479, 5.542, 1.596], [3.626, 4.112, -1.968], [3.376, 2.720, -0.911], [3.709, 4.332, -0.206], [1.210, 3.502, -1.734], [1.938, 6.162, -0.431], [0.345, 5.738, -1.094], [1.737, 5.856, -2.170], [1.436, 1.836, 2.201], [1.195, 0.529, 1.053], [1.801, 0.810, 4.121], [0.857, 3.367, 5.501], [1.178, 3.292, 3.768], [2.494, 2.997, 4.927], [0.326, 1.252, 6.741], [2.063, 0.917, 6.609], [0.880, -0.299, 6.091], [-1.168, -1.468, 4.351], [0.992, -3.314, 3.231], [-0.082, -3.727, 4.582], [1.099, -2.413, 4.750], [-1.036, -3.060, 1.747], [-2.241, -1.817, 2.126], [-2.189, -3.325, 3.072], [-2.488, 3.722, 1.095], [-1.803, 4.302, 4.017], [-2.582, 2.816, 3.421], [-3.412, 4.380, 3.273], [-0.648, 5.859, 2.232], [-2.349, 6.169, 1.798], [-1.222, 5.677, 0.550], [-1.585, 3.808, -5.530], [-2.174, 3.445, -4.264], [-1.410, 3.812, -3.071], [-2.602, 2.049, -4.136], [-3.726, 4.365, -4.209], [-4.156, 4.891, -5.422], [-5.383, 5.525, -5.537], [-6.204, 5.631, -4.428], [-5.781, 5.117, -3.212], [-4.546, 4.491, -3.086], [-4.114, 4.019, -1.403], [-3.151, 4.997, -0.968], [-5.365, 4.005, -0.682], [-3.579, 2.628, -1.489], [-3.502, 4.784, -6.275], [-5.693, 5.924, -6.495], [-7.172, 6.113, -4.500], [-6.405, 5.188, -2.332], [0.243, -5.273, -4.114], [-0.786, -5.315, -2.991], [-0.804, -4.095, -2.204], [-1.723, -3.137, -2.500], [-1.823, -1.919, -1.925], [-2.976, -1.075, -2.432], [-3.868, -1.641, -3.052], [-2.995, 0.169, -2.127], [-0.901, -1.565, -0.855], [-0.963, -0.553, -0.168], [0.131, -2.601, -0.586], [1.119, -2.336, 0.358], [2.077, -3.260, 0.648], [3.055, -2.935, 1.537], [2.129, -4.516, 0.025], [1.143, -4.780, -0.918], [0.163, -3.831, -1.242], [3.121, -5.452, 0.332], [3.552, -6.405, -0.659], [5.069, -6.576, -0.761], [5.556, -7.601, 0.169], [4.879, -5.184, 2.080], [3.531, -5.694, 1.708], [0.240, -6.211, -4.673], [1.245, -5.104, -3.720], [0.017, -4.458, -4.801], [-0.615, -6.168, -2.331], [-1.788, -5.439, -3.404], [-2.448, -3.392, -3.263], [1.131, -1.374, 0.838], [1.126, -5.752, -1.386], [3.179, -6.072, -1.626], [3.118, -7.403, -0.470], [5.544, -5.627, -0.508], [5.322, -6.801, -1.805], [6.567, -7.588, 0.216], [5.286, -8.521, -0.157], [5.172, -4.180, 1.816], [5.550, -5.802, 2.658], [2.761, -5.265, 2.361], [3.514, -6.778, 1.873], [1.489, -0.510, -2.265], [1.118, 0.892, -2.239], [1.863, 1.733, -3.148], [-0.375, 0.971, -2.628], [1.224, 1.422, -0.837]], "mulliken_spin": [3.94, 0.00, 0.01, 0.00, 0.00, 0.02, -0.08, 0.00, -0.01, 0.00, 0.00, 0.00, 0.00, 0.00, 0.00, 0.00, 0.00, 0.00, -0.01, -0.01, 0.00, 0.00, 0.00, 0.00, 0.00, 0.00, 0.00, 0.00, 0.00, 0.00, 0.00, 0.00, 0.00, 0.00, 0.00, 0.00, 0.00, 0.00, 0.00, 0.00, 0.00, 0.00, 0.00, 0.00, 0.00, 0.01, 0.00, 0.00, 0.00, 0.00, 0.00, 0.00, 0.00, -0.01, 0.03, 0.04, 0.00, 0.00, 0.00, 0.00, 0.00, 0.00, 0.00, 0.00, -0.01, -0.02, 0.00, 0.00, 0.00, 0.00, 0.00, 0.00, 0.00, 0.00, 0.00, 0.01, 0.00, 0.04, 0.00, 0.05, 0.01, 0.00, 0.00, 0.00, -0.01, 0.01, 0.00, 0.05, -0.02, 0.02, 0.01, 0.85, 0.00, 0.00, 0.00, 0.00, 0.00, 0.00, 0.00, 0.00, 0.00, 0.00, 0.00, -0.02, 0.00, 0.00, 0.00, 0.06, -0.02, 0.07, 0.00, 0.00, -0.01, 0.00, -0.01, 0.01]}

***

Entry 3:
{"formula": "C2H4Cl2N2O", "method": "wB97M-V/def2-TZVPD", "s2": 2.01, "multiplicity": 3, "orbital_gap_ev": [6.553, 7.978], "charge": 0, "elements": ["C", "C", "N", "N", "O", "Cl", "Cl", "H", "H", "H", "H"], "xyz": [[-0.612, -0.767, -0.169], [0.404, -1.436, -0.919], [-0.604, 1.967, 0.481], [0.382, 1.127, 0.038], [-1.530, -0.798, 0.510], [-0.038, -3.193, -1.076], [1.518, 0.897, 1.442], [1.346, -1.407, -0.509], [0.624, -0.941, -1.791], [-0.396, 2.953, 0.596], [-1.095, 1.597, 1.398]], "nbo_charge": [0.59, -0.52, -0.69, -0.06, -0.45, -0.09, -0.06, 0.27, 0.25, 0.39, 0.38]}

***

Calculated total energy in order - -119677.8955; -165642.7621; -32204.8470 eV